[1]
55
Properties=species:S:1:pos:R:3:mulliken_charge:R:1 method="wB97M-V/def2-TZVPD" homo_ev="-14.5 / -14.6" spin_multiplicity=2 homo_lumo_gap_ev="6.0 / 5.8" charge=+2 lumo_energy_ev="-8.6 / -8.8"
Re 1.25985 -0.12512 -2.57651 0.307
C -1.40410 2.06667 4.30286 -1.574
C -1.44897 0.64364 3.72860 1.957
C -0.50448 -0.24543 4.53908 -2.113
C -2.87373 0.07941 3.84226 -1.576
C -1.06034 0.69820 2.25728 -0.608
C 0.03161 -0.00704 1.74833 -0.735
C 0.28415 0.12382 0.40816 0.577
Br 1.79656 -0.85018 -0.36737 -0.013
C -0.42930 0.86456 -0.47961 1.203
O -0.07488 0.92231 -1.79402 -0.403
C -1.53921 1.59270 0.00513 -0.765
C -1.80684 1.47157 1.36416 0.008
C -2.39418 2.47698 -0.91575 1.834
C -3.02905 1.60856 -2.01433 -1.508
C -3.52223 3.15704 -0.14137 -2.132
C -1.51795 3.57999 -1.53076 -1.511
H -1.66463 2.03906 5.36087 0.462
H -2.11371 2.73052 3.80896 0.338
H -0.40641 2.49682 4.20923 0.374
H -0.81816 -0.24744 5.58201 0.425
H 0.52319 0.12179 4.51316 0.424
H -0.52515 -1.28143 4.19539 0.414
H -3.16078 0.02487 4.89219 0.462
H -2.93320 -0.92465 3.42051 0.370
H -3.60594 0.70862 3.33575 0.337
H 0.65179 -0.62477 2.38159 0.573
H -2.64998 2.01433 1.76078 0.536
H -3.64851 0.82331 -1.57853 0.365
H -2.28122 1.14936 -2.65716 0.234
H -3.67018 2.22750 -2.64227 0.459
H -4.21056 2.43527 0.30028 0.425
H -4.09768 3.77310 -0.83146 0.433
H -3.14155 3.81242 0.64179 0.433
H -0.72785 3.18256 -2.16400 0.249
H -1.06372 4.19299 -0.75082 0.346
H -2.14047 4.22953 -2.14693 0.468
Cl 4.93425 0.24239 -2.25341 -0.172
Si 3.24756 1.32871 -2.62170 0.602
Cl 3.01157 2.76527 -1.22500 -0.132
Cl 3.28401 2.06605 -4.50136 -0.157
C 4.95755 -4.00799 -2.42368 -1.017
N 3.94217 -3.10325 -2.97615 -0.107
C 2.63332 -3.17654 -2.94500 0.660
S 1.76306 -1.93623 -3.89260 -0.305
N 1.88541 -4.09317 -2.36855 -0.138
C 2.28637 -5.29539 -1.62385 -0.974
H 5.91075 -3.49067 -2.48667 0.343
H 5.02019 -4.92166 -3.01034 0.365
H 4.75941 -4.23320 -1.38126 0.366
H 4.30238 -2.29367 -3.46421 0.267
H 0.89352 -3.98103 -2.51347 0.286
H 3.00912 -5.87799 -2.18712 0.342
H 1.39624 -5.90143 -1.48730 0.354
H 2.68094 -5.03163 -0.64583 0.342

[2]
57
Properties=species:S:1:pos:R:3:mulliken_charge:R:1 method="wB97M-V/def2-TZVPD" homo_ev=-9.7 homo_lumo_gap_ev=6.5 charge=+1 lumo_energy_ev=-3.2
Rh 0.29119 -0.15760 0.12551 -0.875
C 3.20759 -0.36116 -2.12842 -0.735
Si 1.51303 -0.45643 -2.92949 -0.395
C 0.87821 1.24683 -3.45287 -0.825
C 1.79864 -1.35178 -4.54427 -1.264
N 0.37530 -1.09132 -1.79657 0.474
C -0.38653 -2.24753 -1.90699 0.877
C -0.44955 -3.13132 -2.99710 -0.079
C -1.27924 -4.24202 -2.98322 -1.010
C -2.08601 -4.53658 -1.89211 -0.451
C -2.05073 -3.69586 -0.79001 -1.187
C -1.21447 -2.61385 -0.85482 0.405
F -1.17835 -1.75845 0.25361 -0.138
H 3.91648 0.18000 -2.76176 0.372
H 3.58992 -1.37679 -2.00091 0.423
H 3.21290 0.08231 -1.13368 -0.012
H 1.64043 1.84156 -3.96538 0.305
H 0.47943 1.82314 -2.61650 -0.012
H 0.04765 1.11109 -4.14931 0.448
H 2.52194 -0.77563 -5.12821 0.404
H 0.89339 -1.44373 -5.14647 0.352
H 2.22317 -2.34620 -4.39882 0.351
H 0.16093 -2.94698 -3.86419 0.174
H -1.29191 -4.89284 -3.84746 0.426
H -2.73296 -5.40176 -1.89537 0.398
H -2.64900 -3.86896 0.09398 0.454
C 2.32964 4.64312 -0.54951 -0.790
N 1.05187 4.46102 0.28879 0.086
C 1.44438 4.51536 1.78132 -0.714
N 2.46479 3.57752 2.07383 0.201
C 3.63598 3.80418 1.23458 -0.904
N 3.30462 3.68491 -0.18225 0.190
C 2.97884 2.31482 -0.59323 -1.565
P 1.46035 1.71353 0.28880 2.967
C 0.37374 3.17295 -0.06582 -1.144
C 2.01221 2.18241 1.99560 -1.352
H 2.68143 5.65489 -0.34698 0.348
H 2.03861 4.54734 -1.59522 0.399
H 0.41344 5.23395 0.09313 0.364
H 0.53670 4.31844 2.35056 0.398
H 1.78433 5.53601 1.95669 0.369
H 4.40245 3.07432 1.48586 0.393
H 4.02739 4.80507 1.42151 0.306
H 3.81436 1.65891 -0.35639 0.803
H 2.83719 2.27884 -1.66997 0.241
H -0.56488 3.09909 0.48254 0.470
H 0.13567 3.20395 -1.13056 0.444
H 2.83057 1.52485 2.27863 0.477
H 1.21056 2.01286 2.71106 0.467
F -1.15423 -0.35646 2.52103 -0.297
C -0.78812 0.61494 1.63303 0.130
F -1.94209 1.00995 0.98038 -0.301
H -0.48950 1.47036 2.24737 0.255
F 2.67434 -0.64999 1.58462 -0.286
C 1.43330 -1.18788 1.34904 0.118
F 1.64063 -2.36798 0.73239 -0.282
H 0.93251 -1.36647 2.30245 0.330

[3]
49
Properties=species:S:1:pos:R:3:mulliken_charge:R:1 method="wB97M-V/def2-TZVPD" homo_ev=-8.4 homo_lumo_gap_ev=9.0 charge=0 lumo_energy_ev=0.7
C 7.51351 0.79995 -1.07367 -1.316
C 6.52524 0.77115 0.08580 -0.359
C 5.18923 0.15326 -0.32252 -0.339
C 4.20901 0.12666 0.84846 -1.467
H 4.64967 -0.44821 1.66505 0.458
H 4.07234 1.14745 1.21343 0.436
C 2.82269 -0.44846 0.52746 0.894
C 2.85777 -1.89935 0.03141 -0.568
C 3.47466 -2.86907 1.03302 -1.423
H 2.98360 -2.78181 1.99994 0.325
H 3.36121 -3.89277 0.68271 0.425
H 4.53502 -2.67465 1.16626 0.295
H 1.83257 -2.22153 -0.16953 0.313
H 3.40470 -1.95135 -0.91179 0.308
H 2.24330 -0.42254 1.45856 0.403
C 2.08655 0.44624 -0.48462 -1.734
N 0.66222 0.21362 -0.48662 0.004
C -0.21958 1.11136 0.01032 0.441
O 0.11057 2.22054 0.40647 -0.734
C -1.63348 0.71343 0.00613 -0.262
C -2.33481 -0.47424 -0.09335 1.505
C -3.72005 -0.13372 -0.03277 0.241
C -3.79569 1.25420 0.13347 -0.160
N -2.54484 1.73029 0.14647 0.068
H -2.25050 2.68911 0.26322 0.240
C -4.97930 2.13472 0.26136 -1.369
H -5.78810 1.76802 -0.36603 0.367
H -4.72796 3.15804 -0.01054 0.404
H -5.34500 2.12138 1.28811 0.243
C -4.91887 -0.95503 -0.17677 0.740
O -6.01600 -0.54385 0.15142 -0.630
C -4.77490 -2.32250 -0.80897 -1.409
H -4.49415 -3.04818 -0.04782 0.314
H -5.73987 -2.62017 -1.21312 0.386
H -4.02684 -2.32173 -1.59509 0.367
C -1.73931 -1.84370 -0.11840 -1.976
H -2.40415 -2.55493 0.36201 0.333
H -1.55916 -2.18655 -1.13914 0.358
H -0.79717 -1.85410 0.42743 0.478
H 0.32329 -0.65634 -0.85750 0.295
H 2.22000 1.49640 -0.21485 0.476
H 2.47715 0.28054 -1.49300 0.415
H 5.36896 -0.86093 -0.68315 0.239
H 4.76853 0.73404 -1.14500 0.276
H 6.35715 1.78903 0.44432 0.325
H 6.95191 0.19683 0.91158 0.324
H 7.71006 -0.20786 -1.43375 0.324
H 8.45686 1.24250 -0.76268 0.400
H 7.11556 1.38607 -1.89928 0.327

[4]
57
Properties=species:S:1:pos:R:3:mulliken_charge:R:1 method="wB97M-V/def2-TZVPD" homo_ev="-10.5 / -10.5" spin_multiplicity=2 homo_lumo_gap_ev="5.9 / 6.4" charge=+1 lumo_energy_ev="-4.6 / -4.1"
Tc 0.32420 0.52944 -0.11102 0.809
C -3.18226 -3.50080 -0.19836 -0.793
S -1.96273 -3.53010 -1.52403 0.022
C -1.02861 -2.08188 -1.23420 0.222
S -1.34506 -1.11167 0.15828 -0.212
N -0.06032 -1.86738 -2.06817 -1.633
N 0.69634 -0.79280 -1.76836 1.377
C 1.68025 -0.54459 -2.55249 -1.069
C 2.50765 0.57939 -2.20306 1.103
C 3.58894 1.00301 -2.96256 -0.999
C 4.30595 2.11270 -2.54783 -0.317
C 3.92288 2.76260 -1.38249 -0.867
C 2.83854 2.28287 -0.67191 -0.350
N 2.14364 1.21492 -1.07097 0.202
H -3.78663 -4.39517 -0.34956 0.379
H -3.82504 -2.62463 -0.26652 0.280
H -2.71694 -3.55459 0.78265 0.264
H 1.87095 -1.16548 -3.41836 0.386
H 3.85463 0.46544 -3.86544 0.482
H 5.15278 2.46443 -3.12361 0.438
H 4.45407 3.63251 -1.01854 0.433
H 2.51355 2.75385 0.24046 0.517
C -1.29369 -0.12554 5.34174 -1.040
Se -1.67719 -0.89006 3.60428 0.103
C -0.06222 -1.96832 3.40357 -0.757
C 1.26864 -1.23275 3.25071 -0.661
Se 1.95078 -0.84488 1.43887 0.208
C 1.91474 -2.64017 0.70286 -1.066
H -1.16278 -0.91568 6.07815 0.332
H -2.15412 0.48103 5.61241 0.357
H -0.41441 0.51519 5.30440 0.312
H -0.26922 -2.61536 2.55639 0.165
H 0.00249 -2.61456 4.27686 0.534
H 2.06165 -1.82715 3.69493 0.491
H 1.27328 -0.27503 3.76144 0.404
H 2.47393 -3.30106 1.35658 0.476
H 2.38627 -2.60376 -0.27046 0.317
H 0.89052 -2.97934 0.58755 0.214
O -3.40091 2.27990 1.94588 -0.536
C -3.15359 2.35641 0.53544 -0.735
C -2.16059 3.50148 0.25181 1.908
C -2.91942 4.83575 0.37072 -1.435
O -2.04920 5.95330 0.21532 -0.540
C -1.03510 3.52375 1.29088 -1.492
Se -0.13124 1.84724 1.73072 -0.125
C -1.58872 3.45349 -1.16977 -1.365
Se -0.85446 1.76089 -1.82341 -0.116
H -4.03856 1.59287 2.12493 0.326
H -4.08346 2.54130 -0.01888 0.504
H -2.74342 1.41512 0.17876 0.019
H -3.45040 4.85751 1.33038 0.475
H -3.66092 4.88366 -0.42538 0.470
H -1.80389 6.29816 1.06457 0.353
H -1.40421 3.88581 2.24459 0.581
H -0.24743 4.20064 0.95182 0.654
H -0.82793 4.21571 -1.27617 0.533
H -2.36781 3.69850 -1.88632 0.458

[5]
53
Properties=species:S:1:pos:R:3:mulliken_charge:R:1 method="wB97M-V/def2-TZVPD" homo_ev=-11.3 homo_lumo_gap_ev=8.6 charge=+1 lumo_energy_ev=-2.8
C -5.75973 0.53789 2.27638 -0.776
H -6.47083 0.08325 2.97124 0.329
H -5.81830 1.62054 2.34631 0.255
H -4.74637 0.20782 2.52601 0.318
O -6.07908 0.21590 0.93873 -0.370
C -6.04026 -1.16094 0.65008 -0.457
C -6.31391 -1.26343 -0.84929 -0.811
N -5.36927 -0.36652 -1.55194 -0.046
H -5.15885 0.46730 -0.86831 0.496
C -4.01102 -0.86889 -1.80259 -1.067
H -3.87281 -1.84795 -1.34084 0.328
H -3.79488 -0.94420 -2.86859 0.468
C -3.07337 0.17215 -1.12160 0.862
O -3.62885 1.08256 -0.52660 -0.670
N -1.77283 -0.05262 -1.25638 -0.049
C -0.69238 0.72925 -0.78204 0.824
C -0.85361 1.92269 -0.08833 -0.661
C 0.26358 2.63631 0.30734 -1.244
C 1.55639 2.19459 0.03349 0.466
C 1.68873 0.98774 -0.64647 -0.255
C 0.58900 0.26432 -1.05375 -0.265
H 0.76343 -0.65479 -1.59340 0.512
S 3.30294 0.32802 -1.11415 1.416
O 3.04097 -0.93688 -1.74745 -0.744
O 4.00128 1.32707 -1.86282 -0.747
N 4.02518 0.18133 0.38022 0.213
C 3.57341 -0.96566 1.14218 -0.844
C 4.29129 -2.25439 0.74181 -0.528
C 5.80263 -2.05702 0.83492 -0.781
C 6.21786 -0.87014 -0.03176 -0.458
C 5.46375 0.38095 0.41120 -1.024
H 5.67749 1.21987 -0.25103 0.460
H 5.73707 0.65157 1.43639 0.395
H 7.29153 -0.69555 0.04405 0.380
H 5.97182 -1.07390 -1.07612 0.289
H 6.31670 -2.96081 0.50590 0.382
H 6.08515 -1.86649 1.87362 0.295
H 3.96843 -3.06736 1.39399 0.404
H 4.01754 -2.49867 -0.28537 0.272
H 2.49632 -1.05260 0.97859 0.371
H 3.74982 -0.74646 2.20086 0.447
C 2.75400 2.97719 0.44079 -1.543
H 3.27044 2.46986 1.25412 0.253
H 3.44977 3.03815 -0.39309 0.315
H 2.47622 3.97651 0.76435 0.469
H 0.12694 3.56781 0.83505 0.403
H -1.83927 2.29778 0.13149 0.524
H -1.47302 -0.86348 -1.78466 0.212
H -5.79116 0.01866 -2.39692 0.384
H -7.32745 -0.90674 -1.03684 0.398
H -6.22055 -2.28775 -1.21115 0.387
H -5.05639 -1.58141 0.91110 0.306
H -6.80549 -1.71244 1.21130 0.509

So what do the calculations give for energy relative to the best compared isomer or geometry (same formula, charge and spin)? Going down the list: 6.5, 20.9, 16.1, 10.6, 0.0 kcal/mol.
So what do the calculations give for energy? Going down the list: -5569.42521, -2124.09088, -924.61633, -11462.01954, -1527.77037 Eh.